Model P:
An isolated molecule of C3H8N2. Source: the OMol25 dataset; level of theory: ωB97M-V with the def2-TZVPD basis set.

Output
Orbital gap: 10.3 eV
2S+1: 1
SMILES: CC/N=C\N
E_HOMO: -9.26 eV
Net charge: 0

Last column: Löwdin charge in e.
CARTESIAN COORDINATES (ANGSTROEM)
C  0.8662  0.0769  0.0676  -0.29
N  -1.7464  0.6624  -1.1587  0.06
N  -0.0703  -0.9349  -0.4123  0.01
H  1.7635  -0.0732  -0.5307  0.10
H  0.8302  -1.1674  1.8139  0.07
H  0.5199  1.0920  -0.1321  0.08
H  2.2537  -0.0553  1.7088  0.06
H  -1.0935  1.4203  -1.0279  0.05
C  1.1887  -0.1825  1.5385  -0.09
C  -1.1983  -0.6057  -0.8633  -0.30
H  -1.9073  -1.3934  -1.1364  0.11
H  -2.1093  0.6600  -2.1014  0.08
H  0.7030  0.5007  2.2341  0.06


Model Q:
A cluster of 2 separate species, C3H8N2 in total. Source: the OMol25 dataset; level of theory: ωB97M-V with the def2-TZVPD basis set.

Output
Orbital gap (alpha / beta): 8.3 / 8.7 eV
2S+1: 1
E_HOMO (alpha / beta): -8.34 / -8.60 eV
Net charge: 0

Last column: Löwdin charge in e.
CARTESIAN COORDINATES (ANGSTROEM)
C  -0.4401  0.7314  0.0173  -0.01
N  0.4796  -1.4581  -0.1470  -0.14
H  2.2260  -1.8273  0.8913  0.04
N  0.5541  -0.0873  0.1992  -0.08
C  -1.1643  2.9163  -0.7414  0.08
H  -0.6469  3.6341  -0.1138  0.00
H  -0.6809  2.7591  -1.6509  -0.02
H  -1.4557  0.4982  -0.2679  0.02
C  1.3066  -2.3301  0.7133  -0.14
H  -2.1910  2.9493  -0.5411  -0.01
H  0.7928  -2.6024  1.7306  0.09
H  1.6333  -3.3922  0.3059  0.10
H  -0.4137  -1.7910  -0.3955  0.08


Energy above the most stable structure, in eV: model P 0.000; model Q 5.602


Model P:
A cluster of 2 separate species, C3H8N2 in total. Source: the OMol25 dataset; level of theory: ωB97M-V with the def2-TZVPD basis set.

Output
Orbital gap: 9.0 eV
2S+1: 1
SMILES: C=CN.C=N
E_HOMO: -7.97 eV
Net charge: 0

Last column: Löwdin charge in e.
CARTESIAN COORDINATES (ANGSTROEM)
H  -1.6804  2.0811  1.3393  0.06
C  2.2669  -0.8454  -1.0457  -0.02
H  3.0998  -0.6476  -0.4003  0.03
H  1.1314  0.2738  1.2189  0.07
H  -0.0645  -0.7878  1.3783  0.05
C  -2.2839  0.8047  -0.0662  -0.12
H  0.1342  -1.1378  -0.9258  0.09
H  -2.2445  -0.2479  -0.3263  0.05
H  2.2278  -0.6207  -2.0650  0.01
N  0.8055  -0.6190  0.9308  0.02
H  -2.8376  1.5795  -0.6834  0.08
C  1.0768  -0.9117  -0.3704  -0.32
N  -1.6315  1.0789  1.0158  -0.01


Model Q:
A structure of composition C3H8N2. Source: the OMol25 dataset; level of theory: ωB97M-V with the def2-TZVPD basis set.

Output
Orbital gap: 7.9 eV
2S+1: 1
E_HOMO: -8.53 eV
Net charge: 0

Last column: Löwdin charge in e.
CARTESIAN COORDINATES (ANGSTROEM)
C  0.2579  0.3969  1.6677  -0.31
H  -0.1266  -0.2521  -2.8254  0.08
H  -1.6038  -0.8481  -1.7741  0.08
H  -0.2371  1.2078  2.2165  0.11
N  1.4932  0.2748  2.0935  0.04
C  -0.7967  -0.1224  -1.9633  -0.10
N  -0.7816  -0.0440  0.4774  0.03
H  0.8917  0.7593  -0.8315  0.15
C  0.0279  -0.0986  -0.6950  -0.42
H  1.6924  -0.6213  2.6025  0.08
H  -1.2161  0.8929  -1.9091  0.07
H  0.6374  -0.9143  -0.5011  0.07
H  -0.2388  -0.6309  1.4418  0.11


Energy above the most stable structure, in eV: model P 0.000; model Q 4.494


Model P:
An isolated molecule of C3H8N2. Source: the OMol25 dataset; level of theory: ωB97M-V with the def2-TZVPD basis set.

Output
Orbital gap: 9.7 eV
2S+1: 1
SMILES: [H]/N=C(/C)NC
E_HOMO: -8.77 eV
Net charge: 0

Last column: Löwdin charge in e.
CARTESIAN COORDINATES (ANGSTROEM)
N  2.0058  -0.8405  0.0955  0.10
H  1.9054  1.3676  -0.0886  0.06
H  1.9906  -1.8538  0.0502  0.03
H  -0.3813  -1.9097  -0.3721  0.18
H  0.4695  1.7251  0.8298  0.08
N  -0.3941  -0.8568  -0.0960  -0.06
H  0.3816  1.5975  -0.9552  0.09
C  -1.6346  -0.1678  0.0784  -0.14
H  -1.6205  0.5380  0.9996  0.11
H  -1.9341  0.3745  -0.8393  0.08
C  0.8511  -0.2925  0.0249  -0.55
H  -2.4842  -0.8705  0.3141  0.09
C  0.8448  1.1886  -0.0412  -0.06


Model Q:
An isolated molecule of C3H8N2. Source: the OMol25 dataset; level of theory: ωB97M-V with the def2-TZVPD basis set.

Output
Orbital gap: 9.2 eV
2S+1: 1
SMILES: N[C@@H]1C[C@@H]1N
E_HOMO: -8.02 eV
Net charge: 0

Last column: Löwdin charge in e.
CARTESIAN COORDINATES (ANGSTROEM)
H  -1.4503  0.7109  1.2445  0.13
H  -0.4647  -1.3892  -0.5172  0.10
H  0.3328  0.8540  -1.4447  0.12
H  0.1531  2.3325  -0.3528  0.13
N  1.1790  -0.8837  -0.0370  -0.01
H  -2.1966  -0.8754  -0.5711  0.04
H  1.2733  -1.6298  0.6227  0.08
C  -0.9417  0.3637  0.3544  -0.33
N  -1.3486  -0.9178  -0.0681  0.00
C  0.0463  1.1920  -0.4241  -0.12
C  0.5525  0.2969  0.5298  -0.41
H  1.0160  0.6364  1.5164  0.15
H  1.8489  -0.6905  -0.8528  0.13


Model R:
A cluster of 2 separate species, C3H8N2 in total. Source: the OMol25 dataset; level of theory: ωB97M-V with the def2-TZVPD basis set.

Output
Orbital gap: 3.9 eV
2S+1: 1
E_HOMO: -7.38 eV
Net charge: 0

Last column: Löwdin charge in e.
CARTESIAN COORDINATES (ANGSTROEM)
H  0.4150  -0.1483  0.8494  0.07
N  -2.1311  0.3298  -0.0135  0.10
H  -1.1352  1.2834  1.6113  0.06
N  2.2804  0.4350  -0.0038  0.13
C  0.8802  0.1077  -0.1234  -0.41
H  1.0971  -0.5812  -2.1623  0.09
H  -0.6248  -0.6155  -1.5991  0.02
C  -1.9264  0.5974  1.2408  -0.20
C  0.3759  -0.7853  -1.3046  -0.09
H  0.3036  0.9945  -0.2858  0.08
H  2.7004  0.0065  0.7823  0.01
H  -2.5854  0.2318  2.0628  0.07
H  0.3502  -1.8557  -1.0541  0.07


Energy above the most stable structure, in eV: model P 0.000; model Q 1.543; model R 7.151


Model P:
A cluster of 2 separate species, CH4N2O2 in total. Source: the OMol25 dataset; level of theory: ωB97M-V with the def2-TZVPD basis set.

Output
Orbital gap: 10.2 eV
2S+1: 1
SMILES: [H]/N=N/[H].O=CO
E_HOMO: -9.51 eV
Net charge: 0

Last column: Löwdin charge in e.
CARTESIAN COORDINATES (ANGSTROEM)
O  2.0928  -0.9852  -0.0864  0.07
H  1.3192  0.9235  -1.2597  0.13
C  1.6199  0.0030  0.3817  -0.44
N  -2.1408  -0.0138  0.4586  -0.03
N  -1.7060  -0.5768  -0.5524  -0.03
O  1.2052  1.0566  -0.3021  0.07
H  -1.2633  -1.4783  -0.2906  0.05
H  -2.5953  0.8784  0.1964  0.05
H  1.4684  0.1925  1.4544  0.14


Model Q:
An isolated molecule of CH4N2O2. Source: the OMol25 dataset; level of theory: ωB97M-V with the def2-TZVPD basis set.

Output
Orbital gap: 9.8 eV
2S+1: 1
SMILES: NN(O)C=O
E_HOMO: -9.07 eV
Net charge: 0

Last column: Löwdin charge in e.
CARTESIAN COORDINATES (ANGSTROEM)
O  -1.1443  1.3974  1.1884  0.02
H  1.7058  0.3556  -0.3514  0.10
H  0.5665  1.5417  -0.8200  0.09
H  -1.2375  -0.8129  1.3862  0.17
N  -0.0801  -0.1127  -0.0275  -0.23
O  0.0443  -1.4859  -0.3162  -0.02
H  0.1725  -1.6981  -1.2304  0.09
C  -0.8758  0.2367  1.0090  -0.33
N  0.8485  0.5781  -0.8381  0.11


Model R:
An isolated molecule of CH4N2O2. Source: the OMol25 dataset; level of theory: ωB97M-V with the def2-TZVPD basis set.

Output
Orbital gap: 9.9 eV
2S+1: 1
SMILES: NC(=O)NO
E_HOMO: -9.29 eV
Net charge: 0

Last column: Löwdin charge in e.
CARTESIAN COORDINATES (ANGSTROEM)
N  -0.5220  -0.9585  -0.2189  -0.08
O  1.7119  -0.9480  0.0319  0.09
H  -0.6452  -2.1136  -0.0914  0.25
H  -1.6102  0.4152  0.8071  0.16
N  0.6059  1.0125  -0.1171  0.12
H  1.4100  1.6978  0.2231  0.17
C  0.6920  -0.3931  -0.0324  -0.68
O  -1.5432  -0.2125  -0.0007  -0.09
H  -0.0992  1.5002  -0.6016  0.06


Model S:
A structure of composition CH4N2O2. Source: the OMol25 dataset; level of theory: ωB97M-V with the def2-TZVPD basis set.

Output
Orbital gap: 10.3 eV
2S+1: 1
E_HOMO: -9.74 eV
Net charge: 0

Last column: Löwdin charge in e.
CARTESIAN COORDINATES (ANGSTROEM)
N  0.4167  0.6939  -0.1259  -0.07
H  -1.8744  -1.4023  0.0620  0.13
O  -1.6371  0.9506  -0.4241  -0.01
C  -0.7534  0.0901  -0.1244  -0.64
O  -0.9309  -1.2025  0.1360  0.15
H  1.8573  -0.6491  -0.4433  0.08
H  1.6394  -0.2524  1.1428  0.08
N  1.6568  0.1165  0.1937  0.02
H  -0.3746  1.6551  -0.4168  0.26


Energy above the most stable structure, in eV: model P 0.000; model Q 1.581; model R 0.885; model S 0.629